# C23H25N3O5S

The molecule C23H25N3O5S in a non-equilibrium geometry (ωB97M-V/def2-TZVPD, OMol25).

XYZ file:
```
57
Properties=species:S:1:pos:R:3:nbo_charge:R:1
C -4.6918 -2.4189 -1.8446 -0.252
H -5.1020 -1.8489 -2.6840 0.180
O -4.3954 -1.5869 -0.7490 -0.476
C -3.4967 -0.5857 -0.9163 0.270
C -2.7968 -0.3290 -2.0852 -0.299
C -1.8815 0.7146 -2.1444 -0.201
C -1.6749 1.4916 -1.0285 -0.348
C -2.3842 1.2833 0.1429 -0.299
C -3.2945 0.2413 0.2199 0.336
O -4.0258 -0.0718 1.3102 -0.491
C -3.9148 0.7571 2.4510 -0.268
H -2.8879 0.8057 2.8205 0.212
H -4.5561 0.2996 3.2021 0.199
H -4.2687 1.7695 2.2362 0.178
H -2.2113 1.9383 0.9786 0.263
S -0.4863 2.8260 -1.0813 2.334
O -1.0904 3.9967 -0.5170 -0.934
O 0.0746 2.9033 -2.3952 -0.924
N 0.7617 2.4040 -0.0282 -0.709
C 1.7909 1.5632 -0.4640 0.229
C 3.1081 1.7378 -0.0354 -0.297
C 4.0998 0.8589 -0.4344 -0.197
C 3.8225 -0.2001 -1.2864 -0.027
C 2.5190 -0.3377 -1.7493 -0.176
C 1.5150 0.5142 -1.3366 -0.242
H 0.5075 0.3691 -1.6849 0.225
H 2.2831 -1.1435 -2.4282 0.214
C 4.8732 -1.1873 -1.6870 -0.632
H 5.8459 -0.9071 -1.2913 0.212
H 4.6085 -2.1740 -1.3077 0.235
H 4.9418 -1.2532 -2.7713 0.219
H 5.1088 1.0087 -0.0767 0.212
H 3.3674 2.5736 0.5984 0.215
C 0.6923 2.8528 1.3467 -0.315
C 0.3785 1.6578 2.2491 0.677
O -0.7139 1.4742 2.7495 -0.650
N 1.4176 0.8131 2.4130 -0.612
H 2.2524 0.9751 1.8647 0.413
C 1.2301 -0.5491 2.8816 -0.251
C 1.1042 -1.4625 1.6913 -0.070
C -0.0870 -1.5330 0.9771 -0.166
C -0.1454 -2.3244 -0.1561 -0.245
C 0.9963 -3.0152 -0.5342 0.029
N 2.1360 -2.9511 0.1320 -0.421
C 2.1863 -2.1908 1.2102 0.034
H 3.1411 -2.1682 1.7212 0.189
H 1.0041 -3.6520 -1.4090 0.192
H -1.0563 -2.3986 -0.7289 0.222
H -0.9516 -0.9758 1.3064 0.229
H 0.3156 -0.5594 3.4790 0.242
H 2.0823 -0.8309 3.5046 0.209
H 1.6200 3.3438 1.6561 0.211
H -0.1216 3.5778 1.3899 0.272
H -1.3391 0.9328 -3.0503 0.246
H -2.9568 -0.9333 -2.9634 0.227
H -3.8108 -2.9764 -2.1797 0.174
H -5.4429 -3.1193 -1.4836 0.206
```

Total charge   0
Gap between HOMO and LUMO   0.32852 hartree
Multiplicity   1
Strongest force on any atom   1.26 eV/A
LUMO energy   0.0215 hartree
Calculated total energy   -49799.2637 eV
Energy above the lowest of the compared OMol25 structures with the same formula, charge and spin   69.6 kcal/mol
SMILES string   COc1ccc(S(=O)(=O)N(CC(=O)NCc2cccnc2)c2ccc(C)cc2)cc1OC

# C14H28BrN5O7P

A structure of composition C14H28BrN5O7P (ωB97M-V/def2-TZVPD, OMol25).

XYZ file:
```
56
Properties=species:S:1:pos:R:3:nbo_charge:R:1
C 2.4996 3.6609 -1.7839 -0.136
C 1.8891 2.6744 -1.4744 -0.096
C 1.1564 1.4549 -1.1444 -0.299
N -0.2255 1.7994 -0.7619 -0.529
C -0.9567 1.0771 0.0515 0.719
N -2.2098 1.3306 0.3957 -0.383
C -2.6652 2.6928 0.7103 -0.203
C -4.1479 2.8737 0.4295 -0.618
C -2.7075 0.1992 1.2094 -0.263
C -1.6551 -0.8822 0.8890 -0.175
C -1.5295 -2.0547 1.8635 -0.456
C -1.5673 -1.7738 3.3757 -0.431
C -0.2788 -2.1646 4.1263 -0.061
O 0.8126 -2.2915 3.2359 -0.563
C 2.0565 -2.0662 3.8672 -0.247
P -2.1016 -1.7989 -0.7488 1.376
O -3.6763 -1.9849 -0.3506 -0.989
O -2.2686 -0.5713 -1.8245 -0.997
N -0.4301 -0.1135 0.6157 -0.507
Br 0.4364 0.5847 2.1718 0.226
H 3.0321 4.5397 -2.0591 0.258
H 1.1283 0.7865 -2.0067 0.262
H 1.6266 0.9368 -0.3116 0.254
H -0.6368 2.6285 -1.1644 0.432
H -2.1089 3.3907 0.0824 0.201
H -2.4145 2.9117 1.7523 0.213
H -4.3434 2.7474 -0.6359 0.224
H -4.7547 2.1614 0.9871 0.220
H -4.4453 3.8867 0.6980 0.237
H -2.7934 0.5168 2.2506 0.216
H -3.6738 -0.1106 0.8162 0.254
H -2.3706 -2.7087 1.6229 0.234
H -0.6254 -2.6032 1.5978 0.266
H -1.8176 -0.7355 3.5933 0.203
H -2.3729 -2.3665 3.8117 0.226
H -0.0522 -1.4117 4.8905 0.175
H -0.4206 -3.1130 4.6563 0.181
H 2.1669 -2.6855 4.7621 0.182
H 2.1740 -1.0092 4.1330 0.161
H 2.8363 -2.3473 3.1615 0.200
H -3.9520 -2.8640 -0.6355 0.516
H -1.4423 -0.4531 -2.3140 0.505
C 0.5213 -2.4046 -5.3905 -0.484
N 0.4475 -1.8774 -4.0011 0.541
O 0.6524 -0.6851 -3.8262 -0.426
O 0.1691 -2.6544 -3.1182 -0.354
H 0.7704 -1.5846 -6.0521 0.240
H 1.2836 -3.1778 -5.3990 0.248
H -0.4507 -2.8303 -5.6204 0.246
C 5.0579 1.1860 -1.6436 -0.488
N 6.3741 1.8716 -1.5218 0.534
O 7.3535 1.1928 -1.3145 -0.355
O 6.3593 3.0800 -1.6396 -0.383
H 5.2104 0.1200 -1.5205 0.230
H 4.4193 1.5957 -0.8683 0.229
H 4.6613 1.4243 -2.6255 0.234
```

Total charge   +1
Gap between HOMO and LUMO   0.30577 hartree
Multiplicity   1
Strongest force on any atom   0.97 eV/A
LUMO energy   -0.1353 hartree
Calculated total energy   -116072.7649 eV

What is the formula in the second record?
C14H28BrN5O7P

Which of these has the highest gap between HOMO and LUMO?
C23H25N3O5S

Look up the multiplicity of the first one.
1